No. 1
14
Properties=species:S:1:pos:R:3:forces:R:3 method="wB97M-V/def2-TZVPD" spin_multiplicity=1 e_homo_ev=-9.16 fmax_ev_per_a=5.109 total_energy_ev=-20670.5079 e_above_lowest_kcal_mol=87.74 total_charge=0
C -2.97158 1.47840 0.46731 -1.1 1.5 -0.1
C -2.05639 0.91046 -0.04629 3.0 -3.4 -2.2
C 2.06844 -0.35737 1.08733 0.1 0.9 -1.6
C 2.64146 0.40038 0.10334 0.6 0.8 0.3
C 0.34853 -0.30831 -0.29924 1.7 0.4 -1.6
C -0.90003 -0.63784 -1.00788 -2.5 1.5 4.2
N 0.77904 -0.78888 0.80396 0.4 0.0 0.6
O -1.61294 -1.75598 -0.70081 0.7 0.2 -0.6
S 1.59005 0.70744 -1.21664 -1.2 -1.2 1.3
H -3.64992 2.29309 0.45737 -0.5 0.0 0.7
H 2.64068 -0.49360 1.97966 -0.4 -0.7 0.6
H 3.62237 0.92898 0.15689 -1.0 -0.7 0.0
H -0.96386 -0.23534 -1.99692 -0.4 -0.4 -0.5
H -1.53586 -2.14143 0.21192 0.6 1.2 -1.0



No. 2
13
Properties=species:S:1:pos:R:3:forces:R:3 method="wB97M-V/def2-TZVPD" spin_multiplicity=1 e_homo_ev="-3.48 / -3.51" fmax_ev_per_a=7.300 total_energy_ev=-10391.1315 e_above_lowest_kcal_mol=162.74 total_charge=-1
C -0.24069 0.27358 1.29261 3.1 1.5 6.1
C 0.47285 0.55470 2.47668 -1.5 -0.5 -0.5
C -1.69098 -0.03404 -0.87877 -0.3 -2.1 3.0
C 0.70457 1.53137 1.47384 0.7 -0.5 -1.4
C -0.63619 -0.34536 0.29232 -0.4 -3.1 -6.6
C 0.82009 -1.40516 -1.03188 -3.0 0.6 1.7
O -1.11099 0.84776 -1.46785 0.0 1.7 -2.0
O -2.73457 -0.68633 -0.91919 0.2 0.6 -0.6
H 1.61488 1.47715 0.85424 0.0 0.1 0.2
H 0.12640 2.39830 1.26954 -0.3 1.1 0.2
H 0.58536 -2.45499 -0.90345 -0.3 -0.1 0.0
H 1.74309 -1.20321 -0.53984 0.7 0.8 -0.4
H 0.34618 -0.95377 -1.91825 1.2 0.0 0.5



No. 3
13
Properties=species:S:1:pos:R:3:forces:R:3 method="wB97M-V/def2-TZVPD" spin_multiplicity=3 s_squared=2.040 e_homo_ev="-0.32 / -2.97" fmax_ev_per_a=3.346 total_energy_ev=-10393.5017 e_above_lowest_kcal_mol=3.96 total_charge=-1
C 0.52140 -0.38110 -0.02916 -0.6 -1.7 -0.1
C 0.60332 -1.59462 -0.37612 0.4 -0.9 -1.4
C -2.54027 0.39642 0.65534 -1.9 0.0 -0.5
C 0.75370 -2.72084 -1.11943 0.6 -1.7 -0.8
C 0.34237 0.65517 0.68014 1.2 2.6 1.7
C 0.88353 2.02470 0.50513 0.9 0.7 -0.2
O -2.87771 -0.50439 1.30475 1.1 -0.6 0.7
O -2.64125 1.30659 -0.05899 1.0 0.6 -0.3
H 0.00742 -3.53010 -1.17291 0.1 0.7 0.0
H 1.69891 -3.02215 -1.65834 -0.8 0.6 1.0
H 0.18183 2.60446 -0.06068 -0.4 0.8 -0.6
H 1.87777 2.10961 -0.01523 -0.8 -0.8 -0.3
H 1.18896 2.65627 1.34551 -0.8 -0.4 0.8



No. 4
14
Properties=species:S:1:pos:R:3:forces:R:3 method="wB97M-V/def2-TZVPD" spin_multiplicity=1 e_homo_ev=-3.08 fmax_ev_per_a=2.965 total_energy_ev=-12442.9268 e_above_lowest_kcal_mol=84.01 total_charge=-1
C -2.01505 -0.68642 0.02223 0.9 0.3 0.1
C 0.44073 -0.20858 0.53573 1.5 2.6 0.2
C 1.26490 -0.13803 -0.54121 0.5 0.2 1.0
C -1.63727 0.48543 -0.47330 0.3 1.1 0.4
C -1.24165 -1.72252 0.69194 -1.1 -2.3 -0.7
C 2.17825 1.12056 -0.55106 -0.4 -2.3 0.5
O -1.77945 1.57828 -0.88911 0.5 -1.0 0.0
O -1.71811 -2.84684 0.88684 0.4 1.4 0.2
O 0.02329 -1.46823 0.98842 -0.8 0.5 0.1
H -3.02816 -0.84734 -0.16944 -1.5 -0.6 -0.1
H 0.25070 0.69930 1.28127 0.4 -2.0 -0.8
H 2.00522 1.73598 0.34842 0.4 0.4 -0.4
H 2.02315 1.56531 -1.49130 -0.3 1.4 -1.1
H 3.23343 0.73312 -0.63942 -0.9 0.4 0.6



No. 5
17
Properties=species:S:1:pos:R:3:forces:R:3 method="wB97M-V/def2-TZVPD" spin_multiplicity=1 e_homo_ev=-0.42 fmax_ev_per_a=5.727 total_energy_ev=-43402.3814 total_charge=-2
C 1.79859 1.42763 -0.22311 1.5 -1.9 1.8
C 2.04212 0.20301 0.35311 0.8 -0.4 0.4
C 0.49573 1.91564 -0.49758 1.7 0.6 -0.6
C 1.16826 -0.88580 0.61771 -2.0 -0.3 -1.5
C -0.65069 1.34741 -0.38811 -1.6 -5.1 1.4
C -0.18833 -0.81982 0.28230 3.5 4.5 -0.2
O -3.43284 1.84480 -0.72841 0.4 0.1 -0.7
O -2.49858 -0.51177 -0.47796 -0.8 1.0 -0.1
O -2.38208 1.15856 1.52567 0.0 -0.2 -1.9
P -2.40790 1.03845 -0.00510 -0.4 -0.4 2.9
S -0.13064 -3.85010 0.29180 0.4 -1.2 -1.5
S -1.43669 -1.81625 0.09345 -2.2 -0.3 -0.7
H 2.70281 2.02615 -0.17098 -0.5 0.7 -0.6
H 3.08273 -0.05940 0.70388 -0.8 0.7 -0.7
H 0.53297 2.86854 -0.92037 -0.4 2.0 -0.6
H 1.60689 -1.88089 0.65872 0.0 0.1 0.7
H -0.30235 -4.00613 -1.11501 0.2 0.2 1.8



No. 6
12
Properties=species:S:1:pos:R:3:forces:R:3 method="wB97M-V/def2-TZVPD" spin_multiplicity=3 s_squared=2.054 e_homo_ev="-7.10 / -8.99" fmax_ev_per_a=4.768 total_energy_ev=-15583.0747 e_above_lowest_kcal_mol=64.71 total_charge=0
C -0.68579 -1.49973 0.30654 1.9 -0.9 -0.6
C 0.53747 -1.74963 0.20597 -2.8 -0.2 0.8
C -0.28375 0.73161 0.13697 -0.6 0.3 0.5
C 1.04062 0.52124 0.02939 2.9 1.5 0.0
C -1.31600 -0.28662 0.11212 -2.2 1.5 0.3
C 1.64290 -0.86406 -0.08390 0.1 -0.5 -1.5
P -3.50882 0.56919 0.13300 1.9 -4.0 1.7
H -0.67050 1.66845 0.45801 0.1 1.2 -0.5
H 1.92095 1.34313 -0.04832 -2.7 -1.6 0.4
H 2.59227 -1.01361 0.41702 0.0 0.1 0.4
H 1.84900 -1.05793 -1.15995 0.4 0.2 0.2
H -3.11836 1.63796 -0.50685 1.1 2.5 -1.6



No. 7
12
Properties=species:S:1:pos:R:3:forces:R:3 method="wB97M-V/def2-TZVPD" spin_multiplicity=1 smiles=C#CCC#CC e_homo_ev=-9.57 fmax_ev_per_a=0.570 total_energy_ev=-6315.5812 e_above_lowest_kcal_mol=83.46 total_charge=0
C -1.32605 -2.92612 0.12370 0.0 0.4 -0.1
C -1.41322 -1.75953 -0.15653 0.0 -0.5 0.1
C -1.54109 -0.33339 -0.49551 0.0 0.0 0.0
C -0.27982 0.41108 -0.35905 0.5 0.3 0.0
C 0.74932 1.02738 -0.24899 -0.5 -0.3 0.0
C 1.99991 1.77477 -0.10686 0.1 0.0 0.0
H -1.23993 -3.95992 0.37846 0.0 0.2 -0.1
H -1.91489 -0.23872 -1.52319 0.1 0.0 0.2
H -2.30431 0.11918 0.15070 0.1 -0.1 -0.1
H 2.52304 1.48454 0.81012 -0.1 0.0 -0.1
H 2.66833 1.58353 -0.95252 -0.1 0.0 0.1
H 1.80730 2.85160 -0.06124 0.0 -0.2 0.0



No. 8
12
Properties=species:S:1:pos:R:3:forces:R:3 method="wB97M-V/def2-TZVPD" spin_multiplicity=1 smiles=C#CCC#CC e_homo_ev=-9.40 fmax_ev_per_a=1.966 total_energy_ev=-6314.1073 e_above_lowest_kcal_mol=117.45 total_charge=0
C 3.03025 0.25669 0.02866 -0.1 0.2 -0.6
C 2.22050 0.05842 -0.85290 0.6 -0.6 1.8
C 1.11859 -0.95760 -0.70669 -0.3 -0.2 -0.3
C -0.16439 -0.31613 -0.45056 -0.6 0.0 -0.1
C -1.21471 0.21032 -0.19730 0.4 -0.2 -0.2
C -2.50163 0.84881 0.03809 -0.1 0.0 0.0
H 3.52970 0.16752 0.95968 0.8 0.7 0.0
H 1.10861 -1.64637 -1.54917 -0.3 0.1 -0.1
H 1.39607 -1.54057 0.18709 -0.3 0.0 -0.5
H -2.36885 1.83442 0.48975 0.0 -0.1 0.0
H -3.03076 0.97061 -0.91000 0.0 0.0 0.1
H -3.11862 0.23926 0.70219 0.0 0.1 0.0



No. 9
12
Properties=species:S:1:pos:R:3:forces:R:3 method="wB97M-V/def2-TZVPD" spin_multiplicity=1 smiles=C#CC#CCC e_homo_ev=-9.10 fmax_ev_per_a=0.993 total_energy_ev=-6314.6383 e_above_lowest_kcal_mol=105.20 total_charge=0
C -3.17198 -1.20057 0.14111 -0.3 0.4 -0.1
C -2.53374 -0.27743 -0.29688 -0.3 -0.5 0.8
C -1.42077 0.53043 -0.17614 0.6 -0.2 0.3
C -0.34034 0.62630 0.35942 -0.3 0.2 -0.5
C 1.07773 0.53048 0.63017 0.1 0.2 0.0
C 1.72561 0.17380 -0.71319 0.2 0.0 -0.1
H -3.64231 -1.88683 0.79704 -0.5 -0.4 -0.4
H 1.43720 1.47986 1.03141 0.2 0.0 0.0
H 1.27088 -0.24350 1.38793 -0.1 0.2 -0.2
H 2.81142 0.25770 -0.66766 0.0 -0.1 0.0
H 1.45103 -0.84301 -1.01672 0.1 0.2 0.1
H 1.33527 0.85277 -1.47650 0.2 -0.1 0.1



No. 10
12
Properties=species:S:1:pos:R:3:forces:R:3 method="wB97M-V/def2-TZVPD" spin_multiplicity=1 smiles=C12C3C1C1C2C31 e_homo_ev=-8.69 fmax_ev_per_a=1.116 total_energy_ev=-6313.6141 e_above_lowest_kcal_mol=128.82 total_charge=0
C 0.52344 -0.65231 -0.75563 0.0 -0.4 -0.3
C 0.35245 0.83741 -0.76658 0.4 0.2 0.1
C 1.14065 0.04622 0.40543 0.2 0.4 -0.3
C -0.17329 -0.03136 1.18611 -0.4 -0.4 0.1
C -0.82409 -0.83006 -0.03250 -0.2 -0.3 0.4
C -0.91049 0.66385 0.09596 -0.3 0.3 -0.1
H 1.09012 -1.23874 -1.46694 -0.3 -0.1 0.0
H 0.39988 1.46257 -1.66776 0.9 0.0 0.7
H 2.13058 -0.16923 0.82924 -0.2 0.7 -0.6
H -0.29452 0.15320 2.25842 -0.3 -0.6 -0.5
H -1.63247 -1.49512 -0.34855 0.2 0.0 0.9
H -1.80226 1.25357 0.26280 0.1 0.1 -0.3



No. 11
12
Properties=species:S:1:pos:R:3:forces:R:3 method="wB97M-V/def2-TZVPD" spin_multiplicity=1 smiles="C=C=C=C=CC" e_homo_ev=-8.67 fmax_ev_per_a=0.478 total_energy_ev=-6313.6643 e_above_lowest_kcal_mol=127.66 total_charge=0
C 2.74508 0.13139 0.10119 0.1 -0.2 0.1
C 2.01273 -0.94192 0.30268 0.0 0.1 0.0
C 0.95564 -1.67270 0.41191 0.0 0.5 -0.1
C -0.20821 -1.12475 0.23742 0.0 0.3 -0.1
C -0.93378 -0.07512 -0.02687 0.1 -0.2 0.0
C -2.34838 0.34061 -0.18654 -0.2 0.0 0.0
H 3.06633 0.40156 -0.90060 0.1 -0.1 0.1
H 2.98403 0.80070 0.92251 0.2 -0.2 -0.1
H -0.16762 0.71345 -0.16316 -0.2 0.0 0.0
H -2.56672 1.13401 0.53567 -0.1 -0.1 -0.1
H -3.05891 -0.47296 -0.04731 0.1 0.0 0.0
H -2.48019 0.76575 -1.18689 -0.1 -0.1 0.1



No. 12
12
Properties=species:S:1:pos:R:3:forces:R:3 method="wB97M-V/def2-TZVPD" spin_multiplicity=1 smiles=c1ccccc1 e_homo_ev=-9.62 fmax_ev_per_a=3.732 total_energy_ev=-6312.9842 e_above_lowest_kcal_mol=143.34 total_charge=0
C -1.22399 -1.03381 0.08326 3.7 0.1 -0.2
C 0.60263 -1.52364 0.02033 -2.9 2.3 0.1
C 1.50812 -0.54176 -0.03283 -2.0 3.1 0.0
C 1.01807 1.28079 -0.07554 -0.6 -3.7 0.1
C -0.28550 1.57572 -0.05213 -1.7 -3.3 0.2
C -1.62067 0.24225 0.05899 3.5 1.4 -0.2
H -1.64641 -2.03721 0.13812 -0.8 0.8 0.0
H 0.60511 -2.63623 0.04631 0.6 1.2 0.0
H 2.58919 -0.40615 -0.06724 -0.3 -1.1 0.0
H 1.98127 1.83609 -0.12231 -1.3 -0.1 0.0
H -0.94541 2.44258 -0.08228 1.1 0.3 0.0
H -2.58242 0.80138 0.08531 0.7 -1.1 0.0



No. 13
12
Properties=species:S:1:pos:R:3:forces:R:3 method="wB97M-V/def2-TZVPD" spin_multiplicity=1 smiles="C#CCC1=CC1" e_homo_ev=-9.36 fmax_ev_per_a=0.724 total_energy_ev=-6314.3816 e_above_lowest_kcal_mol=111.12 total_charge=0
C 0.16659 2.87402 0.49780 -0.2 -0.4 0.0
C -0.16268 1.72080 0.59396 0.1 0.5 0.0
C -0.62614 0.33508 0.67316 -0.2 0.1 0.1
C 0.24173 -0.68051 0.06083 0.1 -0.1 -0.1
C 1.28131 -1.29665 -0.38293 -0.2 0.2 0.1
C -0.10039 -1.75954 -0.88458 0.0 -0.3 -0.2
H 0.43382 3.90358 0.40568 0.0 -0.2 0.0
H -1.54272 0.18345 0.09254 -0.2 0.6 0.3
H -0.85554 0.04699 1.70428 0.0 0.1 0.0
H 2.36679 -1.29424 -0.42700 -0.4 -0.3 -0.2
H -0.50200 -1.43072 -1.85426 0.4 -0.2 0.1
H -0.61773 -2.64744 -0.50157 0.5 0.0 -0.1



No. 14
12
Properties=species:S:1:pos:R:3:forces:R:3 method="wB97M-V/def2-TZVPD" spin_multiplicity=1 e_homo_ev=-8.29 fmax_ev_per_a=5.580 total_energy_ev=-6312.3704 e_above_lowest_kcal_mol=157.50 total_charge=0
C -1.30437 1.87111 -1.26588 -0.4 2.3 -1.1
C -1.25545 0.72015 -0.80377 0.3 -2.0 1.0
C 0.12651 0.60027 -0.11598 0.4 -0.9 1.2
C -0.68108 -0.39814 -0.01845 1.3 1.4 -1.2
C 1.44196 1.24624 0.15584 -1.2 -3.0 -4.5
C -0.85673 -1.79845 0.26945 1.0 -0.3 1.8
H 2.01071 1.14547 -0.81131 -0.2 0.4 1.1
H 1.93149 0.87363 0.96105 1.5 -1.9 2.2
H 1.26085 2.17993 0.40266 -0.7 4.9 0.6
H -1.87141 -2.00557 0.19138 -1.8 -0.9 -0.1
H -0.55158 -1.93692 1.32115 -0.3 -0.1 -0.3
H -0.25089 -2.49772 -0.28614 0.1 0.1 -0.6



No. 15
12
Properties=species:S:1:pos:R:3:forces:R:3 method="wB97M-V/def2-TZVPD" spin_multiplicity=1 e_homo_ev=-9.07 fmax_ev_per_a=5.096 total_energy_ev=-6310.5517 e_above_lowest_kcal_mol=199.44 total_charge=0
C 1.89190 -0.32106 -0.16570 1.3 -0.8 0.2
C 2.79501 -1.23489 -0.12463 -0.3 0.5 -0.1
C -1.61577 -1.87478 -0.38542 4.7 2.0 0.4
C -0.95350 -0.65727 -0.36579 -1.9 2.4 1.4
C 0.84224 0.40061 0.05306 -2.9 -2.8 -0.7
C 0.55518 1.78711 0.42444 1.3 -1.1 1.4
H -0.94272 -2.74002 -0.35361 -0.4 0.0 -0.1
H -2.65715 -2.09736 -0.33752 -0.7 0.6 -0.2
H -1.54452 0.34003 -0.27538 0.6 -2.0 -0.4
H 1.36013 2.26009 0.99782 0.2 -0.5 0.0
H -0.32019 1.85608 1.02117 -1.1 0.3 0.0
H 0.58940 2.28149 -0.48844 -0.8 1.4 -1.7



No. 16
23
Properties=species:S:1:pos:R:3:forces:R:3 method="wB97M-V/def2-TZVPD" spin_multiplicity=7 s_squared=12.702 e_homo_ev="-23.07 / -23.08" fmax_ev_per_a=7.651 total_energy_ev=-53842.6730 e_above_lowest_kcal_mol=158.70 total_charge=+3
B 0.04180 -1.31263 -3.18201 2.6 1.0 1.3
C 0.80927 -1.18560 -1.71945 0.4 -0.2 0.2
C -0.03875 -1.79270 -0.45334 -0.2 0.7 -0.1
C -0.63786 -0.66547 0.57951 3.8 -5.7 3.3
F -1.45797 0.27946 -0.21197 3.0 3.3 1.9
F -1.59930 -1.40012 1.48413 1.1 2.8 -3.4
C 0.46956 0.02792 1.56841 2.9 -0.7 3.4
F 1.88115 -0.03677 1.03368 -5.6 0.2 1.3
F 0.50444 -0.82853 2.81301 -0.5 2.8 -4.8
C 0.10246 1.54159 2.07727 1.3 1.7 4.3
F -1.21725 1.59412 2.80935 4.2 -0.7 -3.2
F 1.12751 1.89038 3.13140 -3.6 -1.6 -4.0
C 0.21851 2.71147 0.93541 -0.2 4.9 -1.4
F 0.71606 2.25924 -0.38376 -1.7 0.8 4.3
F -1.17241 3.24682 0.68796 4.5 -2.2 0.6
F 1.05371 3.89059 1.35678 -3.4 -5.3 -1.7
H -1.09691 -1.58505 -3.33521 -1.5 -0.1 0.4
H 0.64908 -1.05881 -4.18185 -0.3 -0.2 0.3
H 1.21641 -0.08522 -1.49917 -0.8 -2.3 -0.5
H 1.78858 -1.85727 -1.81488 -1.9 1.4 0.2
H -0.98236 -2.36353 -0.90856 1.0 0.6 0.8
H 0.54978 -2.63398 0.15524 -1.4 1.9 -0.9
Tb -2.92551 -0.63589 -0.94196 -3.8 -3.1 -2.3